[1]
Here is a structure of composition C20H40BBrNO2Pt at a distorted geometry from the Open Molecules 2025 dataset. Energies are from wB97M-V/def2-TZVPD.

The calculation puts the HOMO-LUMO gap at 0.1301 Eh. The lowest unoccupied orbital energy comes out at -7.48 eV. The max |F| is 0.0393 Eh/bohr. For the HOMO energy, the calculation gives -11.0 eV.

Structure (ORCA input):
```
! RIJCOSX wB97M-V def2-TZVPD def2/J DEFGRID3
* xyz 1 1
C -3.700 -2.622 -1.297
C -3.472 -3.963 -1.395
C -2.287 -4.588 -1.990
O -2.346 -5.716 -2.395
O -1.141 -3.848 -2.165
C -0.925 -3.474 -3.540
C -0.578 -1.989 -3.744
C -1.144 -1.000 -2.724
C -0.223 0.209 -2.533
C -0.431 0.907 -1.177
C -0.108 -0.002 0.024
B 0.974 0.443 1.106
C 0.391 1.435 2.432
C -0.647 2.396 2.012
C -1.256 3.044 3.312
C -2.755 2.749 3.400
N -3.097 1.346 3.530
C 2.306 1.225 0.528
C 2.755 0.688 -0.838
C 2.321 2.732 0.494
C 3.509 3.426 -0.192
C 1.325 -0.968 2.032
Br -0.222 -1.992 2.509
C 2.391 -1.844 1.372
C 1.979 -2.731 0.189
H -3.073 -1.968 -0.703
H -4.543 -2.181 -1.821
H -4.227 -4.671 -1.064
H -0.063 -4.044 -3.886
H -1.757 -3.775 -4.176
H 0.510 -1.897 -3.764
H -0.906 -1.708 -4.746
H -2.083 -0.616 -3.131
H -1.353 -1.482 -1.777
H -0.446 0.958 -3.297
H 0.827 -0.051 -2.670
H -1.492 1.176 -1.141
H 0.137 1.840 -1.202
H 0.050 -1.004 -0.373
H -1.021 -0.106 0.642
H -0.062 0.710 3.118
H 1.193 1.907 2.999
H -1.455 1.923 1.460
H -0.287 3.305 1.407
H -1.031 4.107 3.373
H -0.794 2.596 4.193
H -3.283 3.190 2.554
H -3.103 3.273 4.296
H -2.361 0.783 3.931
H -3.428 0.936 2.671
H 3.086 0.974 1.263
H 2.357 1.325 -1.630
H 2.384 -0.309 -1.048
H 3.839 0.748 -0.938
H 1.359 3.061 -0.041
H 2.312 3.142 1.506
H 3.368 3.409 -1.272
H 3.515 4.479 0.082
H 4.449 2.946 0.068
H 1.712 -0.595 2.980
H 3.273 -1.269 1.088
H 2.737 -2.509 2.170
H 2.421 -2.412 -0.753
H 0.904 -2.834 0.059
H 2.357 -3.740 0.353
Pt 0.361 4.519 0.273
*
```

=====

[2]
Here is a structure of composition C20H48AgCl6F2N5O10S2 at a distorted geometry from the Open Molecules 2025 dataset. Energies are from wB97M-V/def2-TZVPD.

The calculation puts the HOMO-LUMO gap (alpha / beta) at 0.1727 / 0.0403 Eh. The lowest unoccupied orbital energy (alpha / beta) comes out at -5.58 / -9.18 eV. The max |F| is 0.1123 Eh/bohr. For the HOMO energy (alpha / beta), the calculation gives -10.3 / -10.3 eV.

Structure (ORCA input):
```
! RIJCOSX wB97M-V def2-TZVPD def2/J DEFGRID3
* xyz 1 2
Ag 5.559 -1.528 -0.548
N 2.069 0.216 -2.298
S 1.007 1.287 -1.887
O -0.328 0.780 -1.595
O 1.103 2.603 -2.557
F 1.670 1.617 -0.424
S 1.376 -0.012 -3.845
O 1.184 1.135 -4.717
O 0.369 -1.102 -3.863
F 2.668 -0.769 -4.487
Cl 5.880 8.003 6.101
C 4.948 8.623 4.684
C 4.059 7.585 4.007
Cl 2.926 7.015 5.263
H 5.707 8.964 3.981
H 4.352 9.466 5.033
H 4.638 6.767 3.578
H 3.448 8.052 3.234
Cl -0.005 -5.451 -9.049
C 0.591 -6.645 -7.882
C -0.335 -7.837 -7.838
Cl -2.000 -7.384 -7.267
H 0.649 -6.169 -6.904
H 1.579 -6.983 -8.195
H 0.053 -8.623 -7.190
H -0.572 -8.294 -8.798
Cl -0.223 7.390 -9.174
C -1.026 6.216 -8.096
C -1.185 6.742 -6.654
Cl -2.061 8.335 -6.613
H -0.500 5.261 -8.093
H -2.025 6.069 -8.507
H -0.222 6.900 -6.168
H -1.730 6.005 -6.064
C -3.885 7.322 0.346
C -2.534 7.670 1.061
C -2.528 8.545 2.288
O -1.989 6.471 1.469
H -4.248 8.292 0.006
H -4.603 6.922 1.062
H -3.659 6.625 -0.461
H -1.748 8.048 0.409
H -1.581 8.492 2.825
H -3.203 8.191 3.067
H -2.695 9.598 2.058
H -1.360 6.653 2.170
C -5.352 -4.877 -1.003
C -5.812 -4.601 0.443
C -7.249 -5.094 0.838
O -5.018 -5.422 1.246
H -5.868 -4.250 -1.730
H -5.433 -5.902 -1.363
H -4.311 -4.570 -1.113
H -5.511 -3.600 0.755
H -7.415 -6.170 0.787
H -8.046 -4.493 0.400
H -7.425 -4.786 1.868
H -5.498 -5.693 2.032
O 2.055 -4.123 2.244
C 0.906 -4.464 2.437
N -0.032 -3.990 1.661
C 0.434 -5.451 3.453
H 0.171 -3.262 0.992
H -0.950 -4.388 1.798
H -0.425 -5.050 3.991
H 1.229 -5.794 4.115
H -0.073 -6.263 2.931
O 6.147 0.101 3.983
C 6.554 0.075 5.190
N 7.819 -0.030 5.451
C 5.574 0.199 6.362
H 8.142 -0.091 6.406
H 8.458 -0.065 4.670
H 4.576 0.505 6.048
H 5.937 0.947 7.067
H 5.481 -0.733 6.920
O -4.729 0.225 5.671
C -4.094 1.123 5.186
N -3.162 0.818 4.385
C -4.484 2.570 5.422
H -2.912 1.554 3.740
H -3.211 -0.143 4.077
H -4.085 2.801 6.410
H -5.542 2.834 5.427
H -4.076 3.236 4.662
O 4.413 -6.112 -2.697
C 4.177 -7.295 -2.840
N 3.136 -7.786 -2.180
C 4.969 -8.245 -3.786
H 2.648 -7.116 -1.603
H 2.870 -8.752 -2.303
H 4.255 -8.895 -4.292
H 5.588 -8.842 -3.115
H 5.581 -7.707 -4.510
*
```

=====

[3]
Here is a structure of composition C54H51KN2O3PSTe from the Open Molecules 2025 dataset. Energies are from wB97M-V/def2-TZVPD.

The energy above the lowest of the compared OMol25 structures with the same formula, charge and spin is 0.903 eV. The calculation puts the HOMO-LUMO gap (alpha / beta) at 0.1995 / 0.2088 Eh. The lowest unoccupied orbital energy (alpha / beta) comes out at 3.84 / 3.84 eV. The max |F| is 0.0155 Eh/bohr. For the HOMO energy (alpha / beta), the calculation gives -1.6 / -1.8 eV.

Structure (ORCA input):
```
! RIJCOSX wB97M-V def2-TZVPD def2/J DEFGRID3
* xyz -2 2
K -0.496 -0.261 1.446
C -2.340 -7.461 1.269
C -2.185 -6.364 2.331
C -0.704 -6.006 2.445
C -2.656 -6.906 3.688
C -3.040 -5.157 1.956
C -4.410 -5.349 1.705
C -5.251 -4.301 1.405
C -4.721 -3.014 1.364
S -5.496 -1.498 1.099
C -3.943 -0.679 1.352
N -2.954 -1.482 1.581
C -3.363 -2.798 1.603
C -2.523 -3.876 1.888
C -3.906 0.806 1.334
C -5.143 1.460 1.303
C -5.196 2.840 1.315
C -3.998 3.548 1.367
C -2.792 2.865 1.398
C -2.658 1.461 1.373
H -1.646 -8.280 1.470
H -2.131 -7.065 0.279
H -3.349 -7.874 1.260
H -0.134 -6.908 2.678
H -0.518 -5.280 3.237
H -0.319 -5.591 1.514
H -2.086 -7.796 3.962
H -3.713 -7.173 3.664
H -2.518 -6.157 4.467
H -4.827 -6.347 1.750
H -6.301 -4.475 1.220
H -1.480 -3.675 2.074
H -6.078 0.906 1.281
H -6.151 3.354 1.289
H -4.014 4.634 1.381
H -1.893 3.477 1.433
O 0.318 0.766 4.969
C 0.876 0.445 3.932
O 0.950 -0.703 3.393
C 1.613 1.514 3.075
P 2.584 0.477 1.888
C 3.838 -0.206 3.052
C 3.909 -1.583 3.225
C 4.845 -2.146 4.077
C 5.722 -1.334 4.780
C 5.652 0.043 4.627
C 4.718 0.598 3.768
C 3.647 1.720 1.018
C 3.080 2.899 0.540
C 3.763 3.721 -0.340
C 5.041 3.387 -0.758
C 5.626 2.220 -0.283
C 4.934 1.399 0.590
H 2.233 2.162 3.705
H 0.884 2.141 2.557
H 3.199 -2.210 2.704
H 4.880 -3.221 4.201
H 6.450 -1.770 5.453
H 6.326 0.687 5.178
H 4.678 1.674 3.643
H 2.069 3.167 0.829
H 3.283 4.614 -0.721
H 5.568 4.018 -1.461
H 6.621 1.940 -0.606
H 5.401 0.482 0.932
C -0.894 7.943 -4.078
C -0.857 6.572 -3.458
C -0.224 6.345 -2.251
C -0.168 5.072 -1.673
C 0.513 4.955 -0.338
C -0.739 3.994 -2.341
Te -0.570 1.832 -1.404
N -0.945 -0.200 -1.102
C -1.123 -0.893 -2.202
O -1.361 -0.523 -3.359
C -0.985 -2.393 -1.966
C -1.876 -3.272 -2.571
C -1.736 -4.639 -2.408
C -0.679 -5.148 -1.665
C 0.217 -4.278 -1.065
C 0.053 -2.909 -1.202
C 1.263 1.241 -2.427
C 1.956 0.315 -1.648
C 3.132 -0.277 -2.067
C 3.652 0.050 -3.307
C 2.975 0.962 -4.091
C 1.787 1.570 -3.680
C 1.136 2.506 -4.649
C -1.419 4.210 -3.548
C -2.146 3.113 -4.285
C -1.466 5.492 -4.088
H -0.370 8.669 -3.456
H -1.920 8.295 -4.209
H -0.424 7.946 -5.065
H 0.245 7.178 -1.732
H 0.021 5.610 0.384
H 1.563 5.260 -0.394
H 0.474 3.942 0.056
H -2.667 -2.859 -3.181
H -2.446 -5.313 -2.869
H -0.552 -6.217 -1.560
H 1.051 -4.664 -0.495
H 0.751 -2.225 -0.741
H 1.558 0.030 -0.686
H 3.635 -0.978 -1.413
H 4.572 -0.398 -3.659
H 3.369 1.224 -5.068
H 1.814 2.714 -5.479
H 0.859 3.452 -4.189
H 0.230 2.058 -5.054
H -1.865 2.116 -3.945
H -1.962 3.174 -5.360
H -3.222 3.220 -4.128
H -1.988 5.650 -5.028
*
```

=====

[4]
Here is a structure of composition C42H43AsCl2IrO6P2S2 from the Open Molecules 2025 dataset. Energies are from wB97M-V/def2-TZVPD.

The calculation puts the HOMO-LUMO gap (alpha / beta) at 0.2645 / 0.2275 Eh. The lowest unoccupied orbital energy (alpha / beta) comes out at -2.19 / -4.19 eV. The max |F| is 0.0146 Eh/bohr. For the HOMO energy (alpha / beta), the calculation gives -9.4 / -10.4 eV.

Structure (ORCA input):
```
! RIJCOSX wB97M-V def2-TZVPD def2/J DEFGRID3
* xyz 1 5
Ir 0.023 -0.502 0.193
C 0.376 -1.099 -3.369
C 0.254 -2.533 -2.886
P 0.852 -2.542 -1.170
C 0.595 -4.265 -0.669
C -0.728 -4.586 -0.347
C -1.041 -5.826 0.184
C -0.035 -6.763 0.383
C 1.276 -6.452 0.054
C 1.599 -5.203 -0.460
C 2.640 -2.239 -1.463
C 3.307 -1.036 -0.830
C 4.582 -0.628 -1.484
C 5.260 -1.480 -2.283
C 4.690 -2.720 -2.663
C 3.364 -3.035 -2.296
P -0.464 0.078 -2.230
C -2.195 -0.432 -2.513
C -2.928 -0.876 -1.410
C -4.237 -1.315 -1.549
C -4.839 -1.295 -2.798
C -4.121 -0.861 -3.905
C -2.805 -0.446 -3.767
C -0.005 1.606 -3.108
C -0.214 1.821 -4.469
C 0.171 3.024 -5.049
C 0.794 4.004 -4.284
C 1.048 3.774 -2.939
C 0.644 2.585 -2.353
H -0.059 -0.970 -4.358
H 1.426 -0.802 -3.430
H 0.844 -3.214 -3.501
H -0.787 -2.868 -2.905
H -1.510 -3.844 -0.500
H -2.064 -6.055 0.458
H -0.274 -7.732 0.802
H 2.060 -7.184 0.211
H 2.635 -4.964 -0.657
H 2.610 -0.211 -0.750
H 4.990 0.334 -1.197
H 6.235 -1.203 -2.666
H 5.246 -3.396 -3.301
H 2.904 -3.917 -2.730
H -2.471 -0.880 -0.429
H -4.790 -1.659 -0.684
H -5.866 -1.622 -2.910
H -4.588 -0.848 -4.882
H -2.260 -0.139 -4.653
H -0.667 1.062 -5.093
H -0.007 3.188 -6.106
H 1.083 4.943 -4.739
H 1.556 4.525 -2.347
H 0.821 2.407 -1.296
O 3.812 -3.601 1.266
S 3.084 -2.390 1.460
O 3.733 -1.251 0.632
O 1.651 -2.410 1.182
C 3.224 -1.873 3.118
C 4.158 -2.539 3.894
C 4.217 -2.280 5.253
C 3.327 -1.388 5.822
C 2.383 -0.730 5.044
C 2.314 -0.958 3.680
S 1.089 0.029 2.805
O 0.805 1.071 3.750
O 1.679 0.507 1.527
O -0.100 -0.806 2.457
H 4.814 -3.257 3.420
H 4.955 -2.782 5.865
H 3.356 -1.202 6.887
H 1.697 -0.023 5.488
C -2.357 0.979 3.268
As -1.678 1.719 1.595
C -3.290 2.802 1.316
C -0.488 3.246 2.043
C -1.138 4.257 2.943
C -1.289 4.000 4.305
C -1.939 4.907 5.128
C -2.419 6.104 4.610
C -2.229 6.393 3.266
C -1.604 5.469 2.438
H -2.856 1.760 3.835
H -1.565 0.536 3.859
H -3.080 0.207 3.005
H -3.604 3.161 2.296
H -4.084 2.202 0.871
H -3.086 3.655 0.685
H -0.230 3.684 1.079
H 0.402 2.826 2.495
H -0.875 3.084 4.716
H -2.070 4.683 6.180
H -2.932 6.809 5.253
H -2.567 7.340 2.861
H -1.467 5.692 1.384
Cl -2.555 2.688 -1.990
C -3.701 3.000 -3.302
Cl -5.326 2.434 -2.905
H -3.356 2.470 -4.180
H -3.743 4.067 -3.465
*
```

=====

[5]
Here is a cluster of 3 separate species, C3H14NO2 in total at a distorted geometry from the Open Molecules 2025 dataset. Energies are from wB97M-V/def2-TZVPD.

The energy above the lowest of the compared OMol25 structures with the same formula, charge and spin is 0.905 eV. The calculation puts the HOMO-LUMO gap at 0.4645 Eh. The lowest unoccupied orbital energy comes out at -2.96 eV. The max |F| is 0.0370 Eh/bohr. For the HOMO energy, the calculation gives -15.6 eV.

Structure (ORCA input):
```
! RIJCOSX wB97M-V def2-TZVPD def2/J DEFGRID3
* xyz 1 1
C 1.367 -0.870 1.428
C 1.177 0.127 0.284
N -0.280 0.528 0.149
C -0.418 1.957 0.525
H 0.537 -1.565 1.484
H 2.146 -1.633 1.274
H 1.678 -0.348 2.329
H 1.801 0.996 0.450
H 1.453 -0.362 -0.646
H -0.921 -0.004 0.722
H -0.573 0.383 -0.834
H 0.050 2.225 1.477
H -1.427 2.293 0.343
H 0.295 2.566 -0.049
H -0.727 0.978 -3.158
H -1.983 0.259 -2.655
O -1.006 0.276 -2.573
H -1.232 -3.062 0.446
H -0.871 -2.491 -0.946
O -1.066 -2.254 -0.048
*
```

=====

[6]
Here is a structure of composition B5F4H4O6 at a distorted geometry from the Open Molecules 2025 dataset. Energies are from wB97M-V/def2-TZVPD.

The calculation puts the HOMO-LUMO gap at 0.3620 Eh. The lowest unoccupied orbital energy comes out at 2.24 eV. The max |F| is 0.0283 Eh/bohr. For the HOMO energy, the calculation gives -7.6 eV.

Structure (ORCA input):
```
! RIJCOSX wB97M-V def2-TZVPD def2/J DEFGRID3
* xyz -1 1
O -2.609 -3.163 1.268
B -1.417 -2.635 0.838
O -0.699 -1.834 1.699
O -0.931 -2.949 -0.396
B -0.204 -1.950 -0.999
O 1.168 -1.940 -0.997
B 1.552 -0.679 -0.502
O 1.084 0.404 -1.191
B -0.296 0.324 -1.261
O -0.846 -0.903 -1.624
H -3.288 -3.046 0.582
H -1.114 -0.965 1.838
H 2.140 -0.625 0.524
H -0.928 1.282 -0.984
B 1.282 3.739 0.240
F 1.241 4.931 0.987
F 1.705 4.015 -1.073
F 2.170 2.829 0.847
F -0.012 3.166 0.204
*
```

=====

[7]
Here is a structure of composition C18H18AuBrN3O3S from the Open Molecules 2025 dataset. Energies are from wB97M-V/def2-TZVPD.

The energy above the lowest of the compared OMol25 structures with the same formula, charge and spin is 0.308 eV. The calculation puts the HOMO-LUMO gap at 0.3053 Eh. The lowest unoccupied orbital energy comes out at -3.63 eV. The max |F| is 0.0066 Eh/bohr. For the HOMO energy, the calculation gives -11.9 eV.

Structure (ORCA input):
```
! RIJCOSX wB97M-V def2-TZVPD def2/J DEFGRID3
* xyz 1 1
Au -1.273 -2.704 -0.321
C 4.253 1.552 -0.047
C 3.707 1.235 -1.429
N 2.240 1.360 -1.502
C 1.699 2.705 -1.796
C 1.231 3.429 -0.541
C 1.392 0.363 -1.293
S 2.247 -1.209 -1.004
N 0.108 0.608 -1.362
C -0.930 -0.205 -1.562
O -0.856 -1.418 -1.921
C -2.270 0.427 -1.434
C -2.404 1.766 -1.074
C -3.662 2.333 -0.957
C -4.794 1.567 -1.202
C -4.668 0.234 -1.570
C -3.412 -0.334 -1.688
H 5.330 1.386 -0.037
H 3.793 0.912 0.705
H 4.072 2.591 0.222
H 4.012 0.241 -1.749
H 4.104 1.921 -2.175
H 0.882 2.590 -2.504
H 2.498 3.258 -2.286
H 0.514 2.821 0.008
H 0.748 4.365 -0.822
H 2.062 3.665 0.120
H -1.518 2.356 -0.891
H -3.761 3.373 -0.678
H -5.776 2.012 -1.115
H -5.549 -0.360 -1.771
H -3.312 -1.366 -1.997
Br -2.896 -4.967 1.658
C -1.401 -4.128 2.405
C -1.019 -4.408 3.711
C 0.065 -3.736 4.234
C 0.743 -2.812 3.445
C 0.323 -2.616 2.150
N -0.747 -3.265 1.634
C 1.081 -1.611 1.311
O 1.472 -0.565 1.723
O 1.274 -2.064 0.042
H -1.573 -5.132 4.289
H 0.382 -3.923 5.251
H 1.583 -2.247 3.823
*
```

=====

[8]
Here is a cluster of 2 separate species, C2F3N in total at a distorted geometry from the Open Molecules 2025 dataset. Energies are from wB97M-V/def2-TZVPD.

The energy above the lowest of the compared OMol25 structures with the same formula, charge and spin is 3.237 eV. The calculation puts the HOMO-LUMO gap at 0.4150 Eh. The lowest unoccupied orbital energy comes out at 0.33 eV. The max |F| is 0.0277 Eh/bohr. For the HOMO energy, the calculation gives -11.0 eV.

Structure (ORCA input):
```
! RIJCOSX wB97M-V def2-TZVPD def2/J DEFGRID3
* xyz 0 1
C 1.950 0.183 0.065
C -2.013 0.088 0.422
N 1.141 0.814 0.554
F 2.843 -0.500 -0.506
F -1.623 -1.141 0.223
F -2.297 0.555 -0.759
*
```